[1]
This record from OMol25 describes C9H31FN11O6Tl as an isolated structure. The level of theory is ωB97M-V/def2-TZVPD.

The net charge is +2. The multiplicity is 1.

Cartesian coordinates (Å):
Tl1 -0.55987 -0.06664 -0.14972
F1 -0.55757 2.04268 1.80326
C1 -3.39366 2.41291 -0.22537
O1 -2.69634 1.66188 -0.92463
N1 -4.72670 2.48362 -0.39453
N2 -2.92014 3.20071 0.76808
H1 -5.23525 3.15446 0.15017
H2 -5.15871 1.88747 -1.07775
H3 -3.48275 3.91452 1.18971
H4 -1.92533 3.11574 0.94677
C2 2.12231 -2.89750 -1.56614
O2 1.51563 -2.01211 -0.93911
N3 1.42963 -3.83448 -2.25474
N4 3.44999 -3.06150 -1.63781
H5 0.44845 -3.73385 -2.42049
H6 1.81718 -4.75941 -2.33633
H7 3.83591 -3.75333 -2.25293
H8 4.03652 -2.49369 -1.05159
C3 0.01550 -2.04578 3.16700
O3 0.10595 -1.80048 1.94079
N5 0.98495 -1.68912 4.02767
N6 -1.02074 -2.68808 3.71892
H9 1.82814 -1.27189 3.67979
H10 0.95995 -2.31227 4.81916
H11 -1.79241 -2.92895 3.12410
H12 -1.00100 -3.07072 4.64700
C4 -0.81942 -0.65896 -4.17087
O4 -0.59415 -0.08282 -3.08451
N7 -1.01936 -1.97167 -4.30737
N8 -0.82139 0.03504 -5.32268
H13 -1.21309 -2.39581 -5.19495
H14 -1.03089 -2.47488 -3.43899
H15 -1.12437 -0.42714 -6.16114
H16 -0.75770 1.03805 -5.30145
C5 -3.10308 0.02956 2.98794
O5 -2.75653 -0.14066 1.81351
N9 -3.64946 -0.95361 3.72484
N10 -3.17235 1.22030 3.64720
H17 -4.16067 -0.77455 4.56786
H18 -3.77442 -1.84361 3.27369
H19 -3.22961 1.22342 4.64688
H20 -2.86984 2.03500 3.13626
C6 3.42419 2.66078 1.22973
C7 2.34005 1.91102 0.39413
C8 2.88164 1.46108 -0.96244
O6 1.80821 1.11562 -1.77629
C9 2.28013 0.81704 -3.07771
N11 1.87575 0.77390 1.14043
H21 4.28223 2.02628 1.45867
H22 3.06702 3.12370 2.14928
H23 3.78493 3.49874 0.62914
H24 1.47601 2.56320 0.24600
H25 3.58641 0.63692 -0.80023
H26 3.43475 2.34493 -1.29979
H27 3.11957 0.11393 -3.12188
H28 2.73800 1.74419 -3.44115
H29 1.56002 0.46334 -3.80956
H30 2.71913 0.26438 1.41850
H31 1.63866 1.16908 2.05565

Forces on atoms 1 to 6 (eV/Å):
Tl 0.894 1.765 1.781
F 0.068 -0.902 -1.275
C -0.791 0.857 1.492
O 1.307 -1.337 -0.424
N 0.298 -0.226 -0.324
N 0.728 -0.650 -0.785

Partial charges, natural (NBO), in e:
1 Tl 1.604
2 F -0.705
3 C 0.788
4 O -0.634
5 N -0.790
6 N -0.820
7 H 0.406
8 H 0.423
9 H 0.405
10 H 0.454
11 C 0.787
12 O -0.696
13 N -0.828
14 N -0.807
15 H 0.393
16 H 0.405
17 H 0.416
18 H 0.415
19 C 0.790
20 O -0.701
21 N -0.791
22 N -0.801
23 H 0.412
24 H 0.399
25 H 0.412
26 H 0.409
27 C 0.783
28 O -0.688
29 N -0.805
30 N -0.805
31 H 0.417
32 H 0.400
33 H 0.404
34 H 0.427
35 C 0.794
36 O -0.703
37 N -0.819
38 N -0.822
39 H 0.407
40 H 0.397
41 H 0.402
42 H 0.424
43 C -0.630
44 C -0.091
45 C -0.068
46 O -0.520
47 C -0.255
48 N -0.663
49 H 0.214
50 H 0.241
51 H 0.247
52 H 0.238
53 H 0.170
54 H 0.196
55 H 0.176
56 H 0.184
57 H 0.211
58 H 0.377
59 H 0.415

[2]
This record from OMol25 describes C42H44BrN8O7Sr as an isolated structure. The level of theory is ωB97M-V/def2-TZVPD.

The net charge is -1. The multiplicity is 1.

Cartesian coordinates (Å):
Sr1 1.09518 0.48775 1.89282
O1 4.24572 0.26068 4.05785
C1 3.35517 -0.26398 3.39035
O2 3.29747 -0.45479 2.14310
C2 2.13101 -0.71610 4.29100
C3 1.38632 0.47135 4.95978
C4 0.86201 0.03662 6.33069
C5 -0.31158 -0.89385 5.92595
C6 -0.27036 -0.79765 4.39502
O3 0.15176 0.57908 4.20219
C7 0.91291 -1.64650 3.87177
C8 0.67745 -2.33183 2.45975
O4 0.99802 -3.51764 2.41577
O5 0.08563 -1.66107 1.54683
H1 2.66640 -1.24411 5.07613
H2 1.92451 1.41604 4.93256
H3 1.63208 -0.46108 6.91668
H4 0.50262 0.89852 6.89265
H5 -0.18201 -1.92030 6.26486
H6 -1.26146 -0.52364 6.31014
H7 -1.21592 -0.95519 3.88166
H8 0.99466 -2.53186 4.49654
C9 4.85484 4.36795 -4.38174
C10 3.58732 5.08420 -3.89455
C11 2.50963 4.99126 -4.98417
C12 3.92631 6.56113 -3.68937
C13 3.08308 4.42418 -2.61155
C14 2.71507 3.08437 -2.62371
C15 2.25711 2.48438 -1.47226
Br1 1.74218 0.64615 -1.55383
C16 2.13082 3.13425 -0.22267
O6 1.67425 2.51525 0.81404
C17 2.50813 4.51001 -0.22174
C18 2.96470 5.09693 -1.39645
C19 2.39717 5.31249 1.07752
C20 3.30666 4.69590 2.15069
C21 2.82153 6.77266 0.89949
C22 0.93931 5.31931 1.56510
H9 5.22287 4.82274 -5.30612
H10 4.66337 3.31196 -4.57673
H11 5.64162 4.42916 -3.62762
H12 2.85984 5.45323 -5.91186
H13 1.59833 5.50094 -4.66525
H14 2.25249 3.95342 -5.20000
H15 4.27520 6.98987 -4.63185
H16 4.71714 6.69140 -2.94814
H17 3.05374 7.13084 -3.36346
H18 2.77623 2.49489 -3.53038
H19 3.24175 6.13967 -1.36373
H20 4.35348 4.77261 1.84869
H21 3.07642 3.64476 2.30580
H22 3.18563 5.22958 3.09821
H23 3.86391 6.85733 0.58479
H24 2.72062 7.28953 1.85669
H25 2.19569 7.29336 0.17081
H26 0.58610 4.30455 1.73437
H27 0.29497 5.79911 0.82301
H28 0.85816 5.88233 2.49963
C23 -1.08564 -6.58439 1.60592
N1 -1.89155 -5.50930 2.13737
C24 -1.81889 -4.18886 1.89403
N2 -2.89554 -3.58800 2.36065
C25 -3.60959 -4.61455 2.88771
N3 -3.05183 -5.79840 2.76558
C26 -1.71022 -7.17215 0.34936
C27 -1.43765 -8.47571 -0.05038
C28 -2.02960 -9.00552 -1.18966
C29 -2.89866 -8.24392 -1.95548
C30 -3.16534 -6.93839 -1.56607
C31 -2.57805 -6.41280 -0.41737
C32 -4.02934 -6.04928 -2.34475
N4 -5.01991 -6.28517 -3.13534
N5 -5.46924 -5.03778 -3.58031
C33 -4.71130 -4.16026 -3.02061
O7 -3.77820 -4.72817 -2.22338
C34 -4.65564 -2.70424 -3.13737
C35 -5.73456 -1.94793 -3.57790
C36 -5.59465 -0.56909 -3.68551
C37 -4.38802 0.04987 -3.37916
C38 -3.30590 -0.71059 -2.94720
C39 -1.94694 -0.12157 -2.67740
N6 -1.80578 0.66310 -1.46712
C40 -1.44851 0.21268 -0.26443
N7 -1.14044 1.22670 0.52182
C41 -1.35422 2.30823 -0.27552
N8 -1.76236 2.01460 -1.49046
C42 -3.45884 -2.07722 -2.81784
H29 -1.01263 -7.35088 2.37581
H30 -0.08676 -6.19043 1.41150
H31 -0.97501 -3.71864 1.40743
H32 -4.56235 -4.48490 3.37491
H33 -0.76785 -9.08882 0.54141
H34 -1.80900 -10.02376 -1.48240
H35 -3.36082 -8.64244 -2.84861
H36 -2.81728 -5.40053 -0.12395
H37 -6.66463 -2.44047 -3.82783
H38 -6.43227 0.02781 -4.02153
H39 -4.27912 1.12327 -3.47895
H40 -1.63446 0.52857 -3.49399
H41 -1.21608 -0.92795 -2.61615
H42 -1.35319 -0.82988 0.00233
H43 -1.16497 3.32081 0.03970
H44 -2.62047 -2.67580 -2.48461

Forces on atoms 1 to 6 (eV/Å):
Sr 0.029 0.970 -1.343
O 0.023 0.016 -0.047
C -0.020 -0.115 0.165
O -0.156 -0.039 0.148
C 0.058 -0.223 0.145
C 0.089 -0.239 0.119

Atomic partial charges in e from the Mulliken method, atoms 1 to 99:
1 Sr 1.584
2 O -0.764
3 C 0.027
4 O -0.779
5 C -0.230
6 C -0.070
7 C -0.961
8 C -0.936
9 C -0.022
10 O -0.703
11 C -0.543
12 C 0.388
13 O -0.698
14 O -0.539
15 H 0.796
16 H 0.702
17 H 0.399
18 H 0.327
19 H 0.396
20 H 0.345
21 H 0.714
22 H 0.698
23 C -1.668
24 C 2.032
25 C -1.671
26 C -2.160
27 C -0.564
28 C -0.403
29 C -0.054
30 Br -0.163
31 C 0.154
32 O -0.594
33 C -0.652
34 C 0.602
35 C 2.203
36 C -1.570
37 C -2.497
38 C -1.346
39 H 0.451
40 H 0.317
41 H 0.371
42 H 0.451
43 H 0.366
44 H 0.314
45 H 0.440
46 H 0.378
47 H 0.386
48 H 0.398
49 H 0.583
50 H 0.331
51 H 0.150
52 H 0.453
53 H 0.401
54 H 0.470
55 H 0.408
56 H -0.077
57 H 0.288
58 H 0.511
59 C -1.215
60 N 1.015
61 C -0.604
62 N -0.549
63 C -0.280
64 N -0.934
65 C 1.004
66 C -0.750
67 C -0.527
68 C -0.885
69 C -0.007
70 C -0.325
71 C 0.489
72 N -0.537
73 N -0.507
74 C 0.579
75 O -0.254
76 C 0.039
77 C -0.911
78 C -0.583
79 C -0.492
80 C 1.001
81 C -1.522
82 N 1.223
83 C -0.718
84 N -0.258
85 C -0.503
86 N -0.983
87 C -0.286
88 H 0.482
89 H 0.306
90 H 0.784
91 H 0.474
92 H 0.433
93 H 0.378
94 H 0.496
95 H 0.732
96 H 0.487
97 H 0.383
98 H 0.473
99 H 0.403

Orbital gap values, unit eV, following the record order: 4.25; 6.62.
Highest occupied orbital energy values, unit eV, following the record order: -14.80; -4.90.
DFT total energy values, unit eV, following the record order: -45909.27611; -141406.73388.